Entry from OMol25: C16H11FeN3O2 as an isolated structure in a non-equilibrium geometry (ωB97M-V/def2-TZVPD).

Properties
- molecular weight (g mol⁻¹) = 333.13
- multiplicity = 5
- frontier orbital gap (spin up / spin down) (eV) = 6.2720 / 6.1381
- E_LUMO (spin up / spin down) (hartree) = -0.0538 / -0.0585

Geometry (Å):
Fe  1.16  -1.06  0.19
O  -4.75  1.47  -0.75
C  -4.00  1.66  0.27
O  -4.22  2.48  1.22
C  -2.75  0.83  0.36
C  -1.82  1.02  1.39
C  -0.69  0.22  1.42
N  -0.61  -0.89  0.66
C  -1.21  -0.78  -0.54
C  -2.37  -0.03  -0.68
C  -0.41  -1.22  -1.71
C  -0.93  -2.13  -2.63
C  -0.18  -2.47  -3.76
C  1.08  -1.90  -3.93
C  1.54  -1.00  -2.98
N  0.84  -0.64  -1.89
C  0.60  0.70  1.96
C  0.76  1.01  3.31
C  1.98  1.50  3.75
C  3.02  1.69  2.84
C  2.79  1.38  1.51
N  1.62  0.90  1.04
H  -1.94  1.87  2.06
H  -2.92  -0.01  -1.62
H  -1.92  -2.55  -2.49
H  -0.57  -3.16  -4.49
H  1.68  -2.14  -4.80
H  2.51  -0.53  -3.08
H  -0.06  0.86  4.01
H  2.12  1.75  4.80
H  3.98  2.08  3.16
H  3.56  1.51  0.76
H  2.11  -2.39  0.61

Here are the natural (NBO) charges for atoms 1 to 5, given in e: 1.254, -0.716, 0.684, -0.715, 0.036


Entry from OMol25: C16H12IrN3O4 as an isolated structure (ωB97M-V/def2-TZVPD).

Properties
- molecular weight (g mol⁻¹) = 502.51
- multiplicity = 6
- frontier orbital gap (spin up / spin down) (eV) = 7.1344 / 5.2848
- E_LUMO (spin up / spin down) (hartree) = -0.1639 / -0.2409
- charge = +1

Geometry (Å):
Ir  1.52  -0.67  0.76
C  0.84  1.81  4.58
O  -0.59  1.56  4.65
C  -1.32  1.01  3.72
C  -2.68  0.80  4.09
C  -3.55  0.22  3.22
C  -3.12  -0.15  1.93
C  -1.80  0.01  1.51
C  -1.52  -0.31  0.16
N  -0.30  -0.31  -0.36
N  -0.23  -0.38  -1.66
C  1.08  -0.28  -2.07
O  2.01  -0.17  -1.22
C  1.35  -0.25  -3.50
C  2.67  -0.14  -3.94
C  2.94  -0.11  -5.29
C  1.90  -0.20  -6.20
C  0.58  -0.31  -5.77
C  0.30  -0.34  -4.42
C  -0.82  0.61  2.41
O  0.38  0.82  2.12
H  1.08  2.19  5.56
H  1.04  2.54  3.81
H  1.36  0.88  4.37
H  -2.97  1.11  5.08
H  -4.58  0.06  3.50
H  -3.83  -0.57  1.23
H  -2.34  -0.54  -0.52
H  3.47  -0.08  -3.21
H  3.96  -0.03  -5.64
H  2.11  -0.18  -7.26
H  -0.22  -0.38  -6.49
H  -0.72  -0.42  -4.07
O  0.02  -3.25  3.71
C  0.66  -2.61  2.98
N  1.32  -1.93  2.23

Here are the natural (NBO) charges for atoms 1 to 5, given in e: 1.265, -0.247, -0.384, 0.374, -0.169


Entry from OMol25: C16H12N2O3 in the gas phase in a non-equilibrium geometry (ωB97M-V/def2-TZVPD).

Properties
- molecular weight (g mol⁻¹) = 280.28
- frontier orbital gap (eV) = 7.4122
- E_LUMO (hartree) = -0.0682

Geometry (Å):
C  0.95  -0.79  3.34
C  0.39  -2.02  2.62
N  0.52  -3.27  3.06
O  0.04  -4.15  2.05
C  -0.42  -3.36  1.05
C  -1.00  -3.97  -0.20
C  -0.23  -2.00  1.33
C  -0.72  -0.79  0.49
C  0.46  0.11  0.05
C  1.28  -0.49  -1.12
O  1.84  -1.57  -1.06
C  1.30  0.44  -2.24
O  1.97  0.37  -3.30
C  0.52  1.59  -1.88
C  0.23  2.71  -2.64
C  -0.45  3.79  -2.03
C  -0.75  4.92  -2.82
N  -0.96  5.88  -3.43
C  -0.84  3.71  -0.68
C  -0.68  2.47  0.04
C  0.03  1.42  -0.58
H  2.06  -0.76  3.29
H  0.66  -0.83  4.41
H  0.54  0.13  2.93
H  -1.83  -4.59  0.05
H  -1.39  -3.19  -0.85
H  -0.20  -4.54  -0.70
H  -1.35  -1.04  -0.34
H  -1.35  -0.22  1.17
H  1.19  0.34  0.86
H  0.64  2.78  -3.65
H  -1.33  4.55  -0.21
H  -1.13  2.37  1.02

Here are the natural (NBO) charges for atoms 1 to 5, given in e: -0.652, 0.170, -0.140, -0.290, 0.378


Entry from OMol25: C16H12N2O4S4W as an isolated structure in a non-equilibrium geometry (ωB97M-V/def2-TZVPD).

Properties
- molecular weight (g mol⁻¹) = 608.39
- frontier orbital gap (eV) = 5.7428
- E_LUMO (hartree) = -0.3370
- charge = +2

Geometry (Å):
W  4.91  10.10  7.86
S  6.94  9.16  8.02
C  6.03  8.39  9.34
C  6.58  8.34  10.65
C  5.83  7.77  11.72
C  4.52  7.37  11.49
C  3.92  7.47  10.26
C  4.61  7.94  9.16
S  3.76  8.20  7.58
H  7.62  8.57  10.78
H  6.34  7.67  12.69
H  3.85  6.89  12.29
H  2.91  7.18  10.03
S  5.90  12.50  13.92
C  5.46  11.98  12.37
C  4.39  11.13  12.07
C  4.16  10.63  10.84
N  4.90  11.07  9.79
C  5.98  11.87  10.05
C  6.25  12.35  11.23
C  5.08  11.36  14.97
C  4.34  11.93  16.04
C  3.98  11.15  17.13
N  4.21  9.84  17.16
C  4.86  9.26  16.16
C  5.30  9.95  15.03
H  3.90  10.82  13.00
H  3.38  10.03  10.58
H  6.57  12.21  9.25
H  7.14  12.97  11.55
H  4.05  12.94  16.04
H  3.52  11.60  18.06
H  5.01  8.17  16.25
H  5.94  9.46  14.32
O  4.71  12.80  5.21
S  4.76  11.77  6.13
O  5.99  10.81  6.18
O  4.82  12.11  7.59
O  3.71  10.57  6.25

Here are the natural (NBO) charges for atoms 1 to 5, given in e: 1.459, 0.416, -0.219, -0.194, -0.132


Entry from OMol25: C16H12N3OPtS2 as an isolated structure (ωB97M-V/def2-TZVPD).

Properties
- molecular weight (g mol⁻¹) = 521.50
- frontier orbital gap (eV) = 6.4283
- E_LUMO (hartree) = -0.2120
- charge = +1

Geometry (Å):
Pt  0.62  -1.04  1.17
S  -0.90  -1.04  2.84
C  -1.47  -2.60  2.30
S  -0.39  -3.04  1.01
C  -2.51  -3.32  2.76
C  -3.31  -2.82  3.84
N  -3.96  -2.42  4.70
C  -2.80  -4.58  2.16
N  -2.96  -5.60  1.65
C  3.87  -1.09  -1.85
C  2.47  -0.98  -1.36
N  1.49  -0.78  -2.23
O  2.27  -1.10  -0.12
H  3.95  -1.01  -2.93
H  4.29  -2.04  -1.52
H  4.46  -0.30  -1.39
H  1.70  -0.69  -3.21
H  0.54  -0.66  -1.92
C  0.78  4.09  0.14
C  1.41  3.13  0.97
C  0.98  1.84  0.95
C  -0.09  1.44  0.11
C  -0.56  0.11  0.04
C  -1.61  -0.29  -0.72
C  -2.24  0.70  -1.53
C  -1.81  1.99  -1.53
C  -0.72  2.40  -0.71
C  -0.26  3.74  -0.67
H  1.13  5.11  0.17
H  2.22  3.43  1.62
H  1.47  1.12  1.63
H  -1.96  -1.31  -0.74
H  -3.08  0.40  -2.15
H  -2.30  2.73  -2.15
H  -0.74  4.48  -1.29

Here are the natural (NBO) charges for atoms 1 to 5, given in e: 0.864, 0.136, -0.263, 0.258, -0.301


Entry from OMol25: C16H12N4Pt as an isolated structure in a non-equilibrium geometry (ωB97M-V/def2-TZVPD).

Properties
- molecular weight (g mol⁻¹) = 455.38
- frontier orbital gap (eV) = 7.7272
- E_LUMO (hartree) = -0.2880
- charge = +2

Geometry (Å):
Pt  0.00  -0.17  0.00
C  4.31  -0.39  0.00
C  4.67  0.97  0.00
C  3.67  1.92  0.00
C  2.32  1.51  0.00
N  1.99  0.17  0.00
C  2.98  -0.74  0.00
C  1.20  2.40  0.00
C  1.21  3.80  0.00
C  0.00  4.49  0.00
C  -1.21  3.80  0.00
C  -1.20  2.40  0.00
N  0.00  1.74  0.00
C  -2.33  1.52  0.00
C  -3.67  1.92  0.00
C  -4.67  0.98  0.00
C  -4.32  -0.38  0.00
C  -2.98  -0.73  0.00
N  -2.00  0.17  0.00
H  5.06  -1.16  0.00
H  5.71  1.26  0.00
H  3.92  2.97  0.00
H  2.69  -1.78  0.00
H  2.14  4.34  0.00
H  0.00  5.57  0.00
H  -2.14  4.34  0.00
H  -3.91  2.98  0.00
H  -5.71  1.27  0.00
H  -5.07  -1.15  0.00
H  -2.70  -1.78  0.00
N  0.00  -3.27  0.00
C  0.00  -2.11  0.00
H  0.00  -4.27  0.00

Here are the natural (NBO) charges for atoms 1 to 5, given in e: 0.785, -0.197, -0.101, -0.177, 0.139


Entry from OMol25: C16H13AuF5N2O9S2Te as an isolated structure in a non-equilibrium geometry (ωB97M-V/def2-TZVPD).

Properties
- molecular weight (g mol⁻¹) = 860.98
- multiplicity = 3
- frontier orbital gap (spin up / spin down) (eV) = 7.9531 / 5.0195
- E_LUMO (spin up / spin down) (hartree) = 0.0696 / -0.0632
- charge = -1

Geometry (Å):
Au  1.15  -1.16  -0.81
O  -5.40  -3.44  -0.46
C  -5.15  -2.54  -1.22
O  -5.67  -1.81  -2.04
C  -3.52  -2.14  -1.14
C  -3.12  -0.87  -1.53
C  -1.77  -0.60  -1.45
N  -0.90  -1.53  -1.05
C  -1.30  -2.73  -0.66
C  -2.65  -3.09  -0.70
C  -0.23  -3.73  -0.19
O  -0.63  -4.77  0.31
O  0.97  -3.37  -0.40
H  -3.82  -0.13  -1.87
H  -1.36  0.37  -1.70
H  -2.93  -4.07  -0.35
F  5.21  -3.11  -2.72
Te  4.16  -1.96  -1.66
F  4.03  -3.40  -0.50
F  4.47  -0.67  -2.99
F  2.78  -2.60  -2.75
F  5.81  -1.48  -0.91
O  3.24  -0.80  -0.59
C  1.50  2.95  -3.34
S  1.06  1.99  -1.89
C  2.54  2.29  -0.93
O  1.19  0.56  -2.40
H  2.40  2.53  -3.77
H  1.65  3.99  -3.04
H  0.67  2.88  -4.04
H  2.52  3.32  -0.58
H  3.41  2.05  -1.55
H  2.49  1.61  -0.08
O  0.77  -0.85  1.74
C  0.18  0.23  1.71
N  -0.09  0.91  0.58
S  -0.93  2.25  0.86
O  -2.25  2.19  0.27
O  -0.15  3.43  0.55
C  -1.03  2.06  2.62
C  -1.63  2.85  3.58
C  -1.53  2.43  4.90
C  -0.84  1.27  5.24
C  -0.25  0.49  4.26
C  -0.35  0.90  2.94
H  -2.17  3.75  3.31
H  -1.99  3.02  5.68
H  -0.77  0.97  6.28
H  0.29  -0.43  4.49

Here are the natural (NBO) charges for atoms 1 to 5, given in e: 1.344, -0.475, 0.769, -0.454, 0.067


Entry from OMol25: C16H13BrIrNS3Sb as an isolated structure (ωB97M-V/def2-TZVPD).

Properties
- molecular weight (g mol⁻¹) = 709.37
- multiplicity = 2
- frontier orbital gap (spin up / spin down) (eV) = 6.9003 / 5.7247
- E_LUMO (spin up / spin down) (hartree) = -0.0197 / -0.0745

Geometry (Å):
Ir  0.99  -0.13  1.60
C  -3.45  3.37  1.43
C  -2.89  1.97  1.41
C  -3.72  0.84  1.41
C  -3.17  -0.43  1.39
C  -1.79  -0.51  1.37
Br  -0.78  -2.10  1.49
N  -0.99  0.54  1.35
C  -1.52  1.76  1.39
H  -4.49  3.37  1.74
H  -3.38  3.82  0.44
H  -2.88  4.00  2.12
H  -4.80  0.96  1.43
H  -3.77  -1.33  1.41
H  -0.82  2.59  1.40
S  2.23  1.55  5.53
Sb  3.24  1.10  3.58
S  2.69  -1.13  2.71
S  2.03  1.90  1.59
C  2.67  -3.38  -2.67
C  2.73  -3.39  -1.25
C  2.21  -2.35  -0.53
C  1.60  -1.23  -1.16
C  1.01  -0.14  -0.45
C  0.46  0.89  -1.15
C  0.43  0.90  -2.56
C  0.95  -0.14  -3.26
C  1.55  -1.23  -2.58
C  2.09  -2.32  -3.30
H  3.08  -4.20  -3.23
H  3.19  -4.22  -0.74
H  2.29  -2.38  0.54
H  0.06  1.76  -0.63
H  -0.01  1.75  -3.07
H  0.93  -0.15  -4.35
H  2.04  -2.29  -4.38

Here are the natural (NBO) charges for atoms 1 to 5, given in e: 0.489, -0.634, -0.024, -0.142, -0.255


Entry from OMol25: C16H13ClF3N2O4S3 as an isolated structure in a non-equilibrium geometry (ωB97M-V/def2-TZVPD).

Properties
- molecular weight (g mol⁻¹) = 485.94
- frontier orbital gap (eV) = 5.6258
- E_LUMO (hartree) = 0.0784
- charge = -1

Geometry (Å):
N  2.74  -6.69  0.68
C  2.08  -5.96  0.06
C  1.26  -5.04  -0.70
C  1.30  -3.68  -0.41
C  0.47  -2.79  -1.10
C  -0.40  -3.29  -2.07
S  -1.55  -2.20  -2.95
C  -2.84  -1.84  -1.82
Cl  -4.21  -1.16  -2.53
O  -0.82  -0.98  -3.24
O  -2.06  -3.01  -4.04
C  -0.40  -4.64  -2.41
C  0.43  -5.52  -1.71
H  1.97  -3.31  0.36
H  0.51  -1.73  -0.89
H  -3.07  -2.66  -1.14
H  -1.03  -5.01  -3.22
H  0.41  -6.58  -1.95
C  -1.71  3.76  3.35
N  -3.07  3.93  3.88
S  -3.16  4.87  5.32
C  -2.94  3.61  6.58
F  -2.82  4.26  7.77
F  -4.01  2.77  6.65
F  -1.82  2.86  6.39
S  -4.22  4.52  2.76
C  -4.00  3.13  1.67
C  -3.48  3.30  0.38
C  -3.29  2.16  -0.40
C  -3.64  0.91  0.09
C  -4.17  0.77  1.37
C  -4.33  1.89  2.18
O  -5.54  4.42  3.34
O  -3.75  5.73  2.14
H  -1.07  3.50  4.19
H  -1.70  2.93  2.63
H  -1.36  4.68  2.86
H  -3.21  4.29  0.03
H  -2.88  2.26  -1.41
H  -3.52  0.04  -0.54
H  -4.47  -0.21  1.75
H  -4.71  1.80  3.19

Here are the natural (NBO) charges for atoms 1 to 5, given in e: -0.343, 0.298, -0.200, -0.176, -0.131


Entry from OMol25: a 2-piece molecular cluster, C16H13ClN4 overall in a non-equilibrium geometry (ωB97M-V/def2-TZVPD).

Properties
- molecular weight (g mol⁻¹) = 296.76
- frontier orbital gap (eV) = 4.6664
- E_LUMO (hartree) = -0.0935

Geometry (Å):
Cl  5.38  0.63  1.79
C  3.67  0.63  1.69
C  2.98  1.85  1.63
C  1.60  1.85  1.51
C  0.87  0.63  1.47
C  -0.56  0.64  1.42
C  -1.41  -0.59  1.38
C  -2.88  -0.07  1.62
C  -2.71  1.42  1.72
C  -1.38  1.79  1.57
C  1.59  -0.59  1.53
C  2.97  -0.59  1.66
H  3.53  2.79  1.67
H  1.06  2.80  1.45
H  -1.31  -1.05  0.38
H  -1.13  -1.33  2.13
H  -3.53  -0.37  0.78
H  -3.27  -0.52  2.54
H  -3.54  2.10  1.91
H  -0.98  2.80  1.57
H  1.05  -1.54  1.48
H  3.52  -1.53  1.75
C  -0.38  -1.51  -4.40
N  -0.52  -2.77  -3.98
C  -0.64  -3.08  -2.69
N  -0.65  -2.18  -1.67
C  -0.50  -0.92  -2.00
C  -0.36  -0.50  -3.44
N  -0.28  0.86  -3.44
C  -0.36  1.25  -2.13
N  -0.51  0.21  -1.24
H  -0.29  -1.26  -5.46
H  -0.74  -4.14  -2.43
H  -0.31  2.29  -1.80

Here are the natural (NBO) charges for atoms 1 to 5, given in e: 0.064, 0.009, -0.234, -0.128, -0.093


Entry from OMol25: a 3-piece molecular cluster, C16H13F15NO11PS overall in a non-equilibrium geometry (ωB97M-V/def2-TZVPD).

Properties
- molecular weight (g mol⁻¹) = 743.29
- frontier orbital gap (eV) = 6.6525
- E_LUMO (hartree) = -0.1307

Geometry (Å):
N  -3.78  -2.11  -1.58
P  -3.21  -3.36  -2.47
O  -2.58  -4.60  -1.41
O  -4.55  -4.09  -3.35
C  -1.89  -2.79  -3.73
C  -0.41  -2.89  -3.62
S  0.66  -3.59  -2.25
O  2.14  -3.56  -2.79
O  0.34  -5.12  -2.06
C  0.44  -2.78  -0.58
F  -0.97  -2.34  -0.30
F  0.70  -3.87  0.44
C  1.51  -1.59  -0.23
F  2.94  -2.06  -0.34
F  1.33  -1.29  1.24
C  1.41  -0.26  -1.18
F  2.50  0.68  -0.73
F  1.68  -0.51  -2.63
C  0.00  0.57  -1.10
F  -0.56  0.73  0.26
F  -1.07  0.07  -2.01
F  0.32  1.97  -1.58
C  0.24  -2.29  -5.02
O  1.51  -2.21  -5.43
O  -0.90  -1.87  -5.86
C  -2.21  -2.06  -5.20
O  -3.43  -1.69  -5.66
H  -3.29  -1.21  -1.84
H  -3.18  -5.41  -1.44
H  -4.86  -4.90  -2.81
C  5.46  -0.08  1.24
C  4.44  0.68  2.06
O  4.36  0.15  3.40
C  5.33  0.58  4.27
O  6.23  1.36  3.97
C  5.11  -0.03  5.66
F  4.83  -1.36  5.61
F  4.07  0.56  6.31
F  6.19  0.10  6.47
H  5.24  -1.15  1.25
H  5.46  0.27  0.20
H  6.47  0.04  1.65
H  3.44  0.56  1.62
H  4.65  1.76  2.08
C  -3.76  5.27  3.27
C  -4.77  4.59  2.35
O  -4.30  4.60  0.99
C  -3.39  3.63  0.66
O  -2.97  2.79  1.45
C  -3.02  3.73  -0.82
F  -2.76  5.01  -1.22
F  -4.02  3.28  -1.63
F  -1.91  3.01  -1.14
H  -3.54  6.28  2.91
H  -4.15  5.33  4.29
H  -2.82  4.72  3.29
H  -5.71  5.15  2.37
H  -4.99  3.57  2.68

Here are the natural (NBO) charges for atoms 1 to 5, given in e: -1.193, 2.043, -0.931, -0.924, -0.339


Entry from OMol25: C16H13F5N5O2RhS as an isolated structure (ωB97M-V/def2-TZVPD).

Properties
- molecular weight (g mol⁻¹) = 537.28
- multiplicity = 5
- frontier orbital gap (spin up / spin down) (eV) = 6.3219 / 6.9660
- E_LUMO (spin up / spin down) (hartree) = 0.0130 / -0.0494

Geometry (Å):
Rh  0.04  -0.44  -0.50
N  -0.35  0.24  -5.00
C  -0.02  -0.18  -3.72
S  0.35  1.13  -2.56
N  0.02  -1.42  -3.43
N  0.25  -1.71  -2.12
C  0.62  -2.96  -1.81
C  0.97  -3.23  -0.48
C  1.41  -4.49  -0.02
C  1.73  -4.65  1.30
C  1.62  -3.57  2.19
C  1.18  -2.36  1.69
N  0.87  -2.18  0.40
H  0.02  1.13  -5.27
H  -0.26  -0.48  -5.70
H  0.68  -3.71  -2.59
H  1.48  -5.31  -0.72
H  2.06  -5.62  1.66
H  1.85  -3.66  3.24
H  1.06  -1.50  2.33
C  -1.61  3.38  -1.23
O  -1.00  2.23  -0.64
C  -1.04  1.05  -1.37
C  -2.38  0.58  -1.85
H  -1.57  4.16  -0.48
H  -2.65  3.20  -1.50
H  -1.05  3.69  -2.12
H  -2.89  1.30  -2.50
H  -2.99  0.40  -0.96
H  -2.29  -0.35  -2.40
F  1.73  1.17  0.70
C  1.10  1.64  1.79
C  -0.19  1.17  2.09
C  -0.80  1.69  3.24
F  -2.02  1.33  3.62
C  -0.14  2.63  4.02
F  -0.74  3.11  5.11
C  1.12  3.08  3.69
F  1.74  3.98  4.45
C  1.75  2.58  2.56
F  2.97  2.99  2.23
O  -1.89  -0.26  1.47
N  -0.75  0.24  1.23

Here are the natural (NBO) charges for atoms 1 to 5, given in e: 0.963, -0.808, 0.214, 0.278, -0.306